Model P:
Entry from the OMol25 dataset: one molecule with the formula C2H3IN2O (wB97M-V/def2-TZVPD).

Geometry as XYZ:
```
9
Properties=species:S:1:pos:R:3
I -3.11 0.60 -0.06
O 0.87 -1.44 -0.25
N -1.19 0.22 0.34
N -0.15 -2.00 -0.09
C 1.06 0.21 0.35
C -0.15 0.69 -0.25
H 1.95 0.27 -0.21
H 0.97 0.27 1.38
H -0.26 1.17 -1.21
```

Values from the calculation:
2S+1 = 1

Model Q:
Entry from the OMol25 dataset: a 2-piece molecular cluster, C2H3IN2O overall (wB97M-V/def2-TZVPD).

Geometry as XYZ:
```
9
Properties=species:S:1:pos:R:3
I -2.21 -0.52 1.13
O -1.39 -1.12 -1.72
N 1.04 0.29 1.48
N 1.09 0.80 0.37
C 0.94 0.84 -0.80
C -1.01 -1.05 -0.60
H 1.03 1.16 -1.76
H 0.48 0.73 2.15
H 0.03 -1.12 -0.24
```

Values from the calculation:
2S+1 = 1

Energies relative to the minimum, eV: model P 1.990; model Q 0.000